1.
A structure of composition C9H8LaN2O4 in a non-equilibrium geometry. Source: the Open Molecules 2025 dataset; level of theory: the ωB97M-V functional and the def2-TZVPD basis.

```
24
Properties=species:S:1:pos:R:3:forces:R:3
La -0.0004 0.5590 0.3363 0.01 2.66 -2.93
O -0.0088 4.5203 -0.7238 0.01 -3.93 1.90
C -0.0062 3.4758 -0.2494 -0.01 3.96 -1.90
C 0.0044 -1.7850 -0.6519 0.01 -6.59 0.29
O 0.0056 -2.9310 -0.5136 0.00 4.88 -0.94
C 2.4946 0.4148 -0.5959 5.46 -1.51 -2.06
O 3.5400 0.1286 -0.9858 -4.49 1.36 1.67
C -2.4934 0.4053 -0.5917 -5.54 -1.55 -2.11
O -3.5375 0.1157 -0.9848 4.55 1.39 1.71
C -0.0026 0.9215 -4.5108 0.00 0.17 0.73
H -0.9407 1.4859 -4.5233 0.36 -0.16 -0.27
H 0.9335 1.4893 -4.5233 -0.36 -0.17 -0.27
C -0.0001 -0.4131 -4.4171 0.00 -0.21 0.80
H 0.9368 -0.9800 -4.3511 -0.37 0.19 -0.31
H -0.9349 -0.9834 -4.3511 0.37 0.19 -0.31
N -0.0033 -1.8343 2.9879 0.00 1.65 -0.23
C 0.0014 -1.3814 4.2447 0.00 0.20 -0.24
C 0.0046 0.0021 4.2074 0.00 1.06 -0.78
C 0.0019 0.3445 2.8520 0.00 -1.02 2.26
N -0.0032 -0.7976 2.0905 0.00 -1.60 1.74
H -0.0057 -2.8007 2.7028 0.00 -0.25 -0.35
H 0.0022 -2.0256 5.1041 0.00 -0.33 0.13
H 0.0085 0.7042 5.0212 0.00 -0.07 0.26
H 0.0035 1.3650 2.4264 0.00 -0.31 1.21
```
Positions in Å, forces in eV/Å.

Calculated values
HOMO level	-18.535	eV
energy relative to the best compared isomer or geometry (same formula, charge and spin)	1.1750	eV
total charge	+3
HOMO-LUMO gap	0.1825	Eh



2.
A structure of composition C9H8MnN2O4 in a non-equilibrium geometry. Source: the Open Molecules 2025 dataset; level of theory: the ωB97M-V functional and the def2-TZVPD basis.

```
24
Properties=species:S:1:pos:R:3:forces:R:3
Mn 0.0338 -0.0396 -0.0374 -0.20 -0.32 0.72
O 2.1833 -2.1180 -0.6646 -2.18 2.20 0.57
C 1.3769 -1.3236 -0.4460 5.02 -4.60 -1.64
C -1.3463 1.1316 0.5481 -4.83 4.16 1.81
O -2.1868 1.8217 0.9305 2.11 -1.73 -0.97
C -1.2487 -1.0765 -0.9908 -4.16 -2.91 -4.02
O -2.0289 -1.7163 -1.5489 2.14 1.60 1.86
C 1.3243 1.0207 0.8784 4.50 3.97 2.14
O 2.1016 1.6502 1.4519 -2.21 -1.91 -1.27
C 1.2971 2.3889 -4.3847 1.22 -0.36 -1.26
H 2.3415 2.6233 -4.2100 0.05 -0.18 0.45
H 1.0985 1.6106 -5.1133 -0.16 -0.35 0.30
C 0.3065 3.2822 -4.0229 -0.85 1.49 -0.52
H -0.6826 3.2164 -4.4627 -0.21 -0.31 0.32
H 0.5603 4.2292 -3.5595 0.00 -0.14 0.47
N -0.8216 -0.6420 2.8063 -0.64 0.20 1.66
C -0.9241 -1.6286 3.7146 -0.19 -0.15 0.76
C -0.4657 -2.7947 3.1465 -0.07 -0.30 0.29
C -0.0979 -2.4506 1.8622 -0.27 0.57 0.45
N -0.3228 -1.1292 1.6770 0.54 -0.58 -1.15
H -1.0947 0.3504 2.9719 0.47 -1.32 -0.50
H -1.3049 -1.5062 4.7202 0.01 0.36 -0.21
H -0.4069 -3.7716 3.6076 -0.05 0.22 -0.06
H 0.3080 -3.1283 1.1256 -0.04 0.39 -0.22
```
Positions in Å, forces in eV/Å.

Calculated values
HOMO level (alpha / beta)	-13.529 / -15.248	eV
energy relative to the best compared isomer or geometry (same formula, charge and spin)	0.7090	eV
spin multiplicity	6
total charge	+2
HOMO-LUMO gap (alpha / beta)	0.1685 / 0.0916	Eh



3.
A structure of composition C9H8MnN2O4Se in a non-equilibrium geometry. Source: the Open Molecules 2025 dataset; level of theory: the ωB97M-V functional and the def2-TZVPD basis.

```
25
Properties=species:S:1:pos:R:3:forces:R:3
O 3.2553 -0.8073 -0.5917 -3.39 -1.85 0.26
C 2.2452 -1.3490 -0.5227 6.54 3.68 -0.57
Mn 0.6524 -2.2036 -0.4141 -1.68 2.07 0.12
O 1.5149 -3.4910 2.1077 -1.29 1.91 -3.60
C 1.1792 -2.9902 1.1265 2.94 -4.32 7.46
C 0.9779 -3.0103 -1.9992 1.26 -3.12 -7.56
O 1.1856 -3.5241 -3.0088 -0.74 1.83 3.95
C -0.9404 -3.0583 -0.3056 -6.47 -3.90 0.12
O -1.9504 -3.6002 -0.2366 3.39 1.83 -0.19
C -0.1408 2.1546 2.6765 0.15 0.21 1.49
N -0.3250 1.9583 1.2388 -0.28 1.09 -1.08
C -0.3937 2.9540 0.3352 0.16 0.58 1.05
C -0.5952 2.3994 -0.9081 -0.22 -0.12 -1.22
N -0.6543 1.0594 -0.7769 0.22 1.46 -0.16
C -0.8836 0.1482 -1.8927 -0.08 -0.03 -1.10
C -0.4786 0.8040 0.5449 -0.07 -0.44 0.18
Se -0.5076 -0.7836 1.3155 -0.16 -0.76 1.04
H -0.9777 2.7656 3.0765 0.47 -0.38 -0.36
H 0.8162 2.6856 2.8606 -0.56 -0.32 -0.23
H -0.1206 1.1913 3.2241 -0.04 0.54 -0.52
H -0.3142 4.0087 0.5645 0.06 -0.04 0.21
H -0.7040 2.9376 -1.8411 -0.04 -0.18 -0.09
H -1.8547 0.3868 -2.3757 0.55 -0.19 0.32
H -0.0685 0.2581 -2.6385 -0.49 0.06 0.43
H -0.9173 -0.8940 -1.5589 -0.22 0.39 0.05
```
Positions in Å, forces in eV/Å.

Calculated values
HOMO level (alpha / beta)	-20.841 / -21.780	eV
energy relative to the best compared isomer or geometry (same formula, charge and spin)	0.0000	eV
spin multiplicity	5
total charge	+3
HOMO-LUMO gap (alpha / beta)	0.3086 / 0.2403	Eh



4.
A structure of composition C9H8N2O in a non-equilibrium geometry. Source: the Open Molecules 2025 dataset; level of theory: the ωB97M-V functional and the def2-TZVPD basis.

```
20
Properties=species:S:1:pos:R:3:forces:R:3
C -3.1210 1.0237 0.2340 0.22 -1.42 0.68
C -1.8221 0.2335 -0.1500 -3.65 -0.04 2.86
C -0.7456 0.8916 -0.0458 3.80 5.31 -2.52
C 0.6002 0.2857 -0.3084 -4.78 -0.08 1.24
C 1.6828 1.0218 -0.4551 -0.22 0.66 0.73
C 2.9285 -0.8495 0.1065 3.83 -0.23 0.85
C 1.8826 -1.6687 0.0923 -1.88 -3.20 1.90
C 0.5522 -1.1431 -0.1048 -0.51 -0.71 -1.19
C -1.7428 -1.1804 -0.2102 -0.23 -2.12 -1.03
H -3.2574 1.0939 1.6011 0.38 -0.14 -4.63
H -3.9651 0.3591 -0.2525 1.16 2.04 1.20
H -2.8213 2.0293 -0.2861 -1.84 -1.50 1.36
H -1.0683 2.0380 -0.0899 2.27 -1.93 0.47
H 1.6117 2.0404 -0.5846 -0.04 2.17 -0.26
H 3.8791 0.8828 0.2101 -4.50 -0.07 -2.48
H 4.0608 -1.1157 0.4852 -3.26 0.20 -1.13
H 1.8104 -2.7367 0.5721 0.94 2.01 -1.32
N 2.8536 0.4869 -0.2559 7.35 -1.62 2.47
N -0.5619 -1.8997 -0.1536 3.06 1.91 0.90
O -2.7565 -1.7929 -0.4046 -2.10 -1.21 -0.09
```
Positions in Å, forces in eV/Å.

Calculated values
HOMO level	-8.339	eV
energy relative to the best compared isomer or geometry (same formula, charge and spin)	5.0385	eV
total charge	0
HOMO-LUMO gap	0.2935	Eh



5.
An isolated molecule of C9H8N2O2 in a non-equilibrium geometry. Source: the Open Molecules 2025 dataset; level of theory: the ωB97M-V functional and the def2-TZVPD basis.

```
21
Properties=species:S:1:pos:R:3:forces:R:3
C -1.8619 0.1317 0.1224 -2.37 -0.46 1.90
C -0.9840 -0.6828 0.7901 -0.72 2.26 -1.78
C -1.5678 1.0110 -0.9430 2.46 -0.61 -1.02
C 1.2868 -1.6208 0.8232 -1.62 0.56 -0.34
C 2.6167 -1.6315 0.4651 2.88 -2.58 0.79
C -0.2945 1.0103 -1.3207 0.07 1.78 -1.88
C 0.4058 -0.7118 0.3744 -0.73 0.14 -0.26
C 3.4067 -0.8537 -0.2422 -0.90 -0.93 0.49
C 0.8090 0.3683 -0.6535 -0.73 -0.95 1.81
N 1.2029 2.3614 0.3773 1.81 -0.59 0.94
N 1.6962 1.3137 -0.0489 1.52 -0.28 0.69
O 4.1805 -0.3626 -0.9095 1.41 1.20 -0.95
O 1.8573 3.1250 1.0911 -0.84 1.04 -0.09
H -2.9300 0.2537 0.4172 0.93 -0.67 0.44
H -1.3572 -1.0485 1.7080 0.03 -1.09 0.71
H -2.1954 1.6147 -1.5382 -1.34 0.30 -0.06
H 1.0120 -2.5137 1.3600 -0.55 0.28 0.53
H 3.1567 -2.5700 0.8323 -0.26 1.52 -0.77
H 0.1147 1.6202 -2.1456 -0.79 -0.04 0.21
H 1.4364 0.0520 -1.4189 1.06 -1.83 -1.44
H 0.2368 2.4932 0.1260 -1.32 0.94 0.09
```
Positions in Å, forces in eV/Å.

Calculated values
HOMO level (alpha / beta)	-7.662 / -7.661	eV
energy relative to the best compared isomer or geometry (same formula, charge and spin)	6.9648	eV
SMILES	O=C=C/C=C1/C=CC=C[C@H]1/N=[NH+]/[O-]
total charge	0
HOMO-LUMO gap (alpha / beta)	0.2731 / 0.2731	Eh



6.
A cluster of 2 separate species, C9H8N2O3S in total in a non-equilibrium geometry. Source: the Open Molecules 2025 dataset; level of theory: the ωB97M-V functional and the def2-TZVPD basis.

```
23
Properties=species:S:1:pos:R:3:forces:R:3
C -2.0912 -2.7710 0.9677 -1.90 0.34 -0.41
C -2.8005 -1.5588 0.6640 0.95 0.76 -0.13
C -0.7208 -2.8233 0.6447 -0.06 -2.26 1.21
C -2.1740 -0.4389 0.0694 2.75 -2.84 0.17
C -0.1164 -1.7507 0.0432 0.94 0.55 -0.97
C -0.7809 -0.5826 -0.2780 -1.95 0.54 0.69
C 0.0706 0.5204 -0.7442 0.87 -1.17 1.18
C -0.4433 1.8813 -1.0179 1.61 0.18 2.14
C 1.9964 1.4546 -0.9722 4.50 2.71 0.81
N 1.3687 0.3511 -0.7120 -2.24 -2.16 -0.14
N 2.4870 2.0261 1.1295 -0.50 -1.61 -4.48
O 1.6058 2.3088 1.8874 0.32 0.49 1.41
O 3.6898 2.0567 1.1563 0.25 0.59 1.97
O 3.3087 1.5337 -1.3975 -0.67 -1.89 0.72
S 1.0330 2.8179 -1.3731 -0.07 1.23 -1.30
H -2.7708 -3.6478 1.3532 1.97 1.70 -0.53
H -3.8241 -1.3410 0.9502 -0.08 -0.78 0.07
H -0.0963 -3.7411 0.9453 -1.12 1.49 -0.69
H -2.6399 0.4793 -0.0903 -1.04 1.22 -0.17
H 0.9204 -1.6497 -0.3095 -0.30 -1.09 0.76
H -1.1541 1.8149 -1.7638 -1.67 0.49 -1.50
H -0.7588 2.3173 -0.0569 -0.72 -0.33 -0.42
H 3.8911 0.7429 -1.0953 -1.85 1.84 -0.38
```
Positions in Å, forces in eV/Å.

Calculated values
HOMO level (alpha / beta)	-7.471 / -7.429	eV
energy relative to the best compared isomer or geometry (same formula, charge and spin)	4.2092	eV
total charge	0
HOMO-LUMO gap (alpha / beta)	0.2335 / 0.2318	Eh



7.
A structure of composition C9H8N2O5STl in a non-equilibrium geometry. Source: the Open Molecules 2025 dataset; level of theory: the ωB97M-V functional and the def2-TZVPD basis.

```
26
Properties=species:S:1:pos:R:3:forces:R:3
O 0.0001 -0.0011 -4.0290 0.01 0.01 2.81
C 0.0001 -0.0007 -2.8944 -0.01 -0.02 -3.00
Tl 0.0000 0.0000 0.0000 -0.42 0.02 0.18
O -1.5611 -2.6315 0.0886 2.60 4.34 -0.22
C -0.9746 -1.6430 0.0147 -7.81 -13.20 -0.05
C 0.9743 1.6433 0.0138 7.48 12.87 -0.63
O 1.5606 2.6320 0.0869 -2.27 -3.76 -0.30
C -1.6429 0.9746 0.0141 -13.23 7.85 0.00
O -2.6315 1.5613 0.0878 4.32 -2.52 -0.23
C 1.6432 -0.9743 0.0150 13.35 -8.05 -0.26
O 2.6320 -1.5605 0.0891 -4.29 2.57 -0.18
S 0.9062 0.5076 2.3088 2.64 -0.18 -1.41
C 0.0693 0.5969 3.6986 -3.73 0.31 6.42
N -1.2982 0.2240 3.8140 3.82 1.13 -0.53
C -2.0217 0.4073 5.0698 -0.90 -0.03 1.43
C -1.2631 1.3093 6.0745 -0.33 0.36 -0.29
C 0.1836 0.8593 6.1631 -0.33 -0.35 1.42
N 0.7767 1.0226 4.8591 -1.17 -0.99 -4.14
H -1.7685 -0.2404 3.0256 0.58 0.39 0.79
H -2.1928 -0.5979 5.5141 0.01 0.63 -0.25
H -3.0051 0.8802 4.8777 0.50 -0.40 -0.15
H -1.7539 1.2668 7.0706 0.23 -0.05 -0.75
H -1.2705 2.3645 5.7214 -0.17 -0.59 0.31
H 0.2105 -0.2130 6.4518 0.23 0.55 -0.08
H 0.7641 1.4412 6.9131 -0.34 -0.38 -0.67
H 1.7056 1.4660 4.7693 -0.77 -0.52 -0.21
```
Positions in Å, forces in eV/Å.

Calculated values
HOMO level	-19.799	eV
total charge	+3
HOMO-LUMO gap	0.2183	Eh



8.
A structure of composition C9H8N2O7Rh in a non-equilibrium geometry. Source: the Open Molecules 2025 dataset; level of theory: the ωB97M-V functional and the def2-TZVPD basis.

```
27
Properties=species:S:1:pos:R:3:forces:R:3
Rh 0.1722 -0.5430 -0.0317 -0.95 -1.38 -0.51
O 6.3876 2.6784 0.0502 -0.42 0.59 0.02
C 6.2775 1.4443 0.0116 1.25 0.41 0.02
O 7.2035 0.6074 -0.0144 -0.40 -0.60 -0.02
C 4.8554 0.9124 -0.0042 -0.38 -0.31 -0.01
C 4.6174 -0.4502 -0.0475 -0.14 -0.29 -0.01
C 3.3172 -0.9180 -0.0594 -0.03 -0.30 0.02
N 2.2553 -0.1129 -0.0322 0.88 0.89 0.24
C 2.4726 1.2177 0.0048 0.12 0.06 -0.03
C 3.7483 1.7504 0.0207 -0.12 0.16 -0.01
C 1.2505 2.1395 0.0090 -0.14 -0.04 -0.07
O 1.4204 3.3425 0.0315 0.01 0.06 0.03
O 0.0906 1.5493 -0.0236 0.34 0.24 -0.04
H 5.4561 -1.1323 -0.0700 0.04 0.05 0.00
H 3.0940 -1.9788 -0.0929 0.03 0.01 -0.01
H 3.8758 2.8222 0.0491 0.05 0.00 0.00
N -4.2034 0.2060 -0.9377 0.52 0.06 0.28
C -4.3317 -1.0885 -0.1988 0.02 0.07 -0.21
C -2.8828 -1.4002 0.3179 -0.39 0.24 -0.21
O -2.6721 -2.4753 0.8238 0.07 0.01 0.17
O -2.1281 -0.3789 0.1172 -0.67 0.12 0.36
H -4.8818 0.9204 -0.7046 -0.05 -0.04 -0.07
H -4.1245 0.0841 -1.9415 -0.16 0.04 -0.02
H -3.1530 0.4199 -0.5471 0.13 -0.21 0.02
H -4.7104 -1.8633 -0.8578 0.07 -0.10 0.07
H -5.0073 -0.9570 0.6418 0.02 -0.03 0.02
O -0.2140 -2.0044 -1.0358 0.30 0.28 -0.01
```
Positions in Å, forces in eV/Å.

Calculated values
HOMO level (alpha / beta)	-4.658 / -4.776	eV
energy relative to the best compared isomer or geometry (same formula, charge and spin)	0.5369	eV
spin multiplicity	5
total charge	-1
HOMO-LUMO gap (alpha / beta)	0.2228 / 0.2265	Eh



9.
A cluster of 2 separate species, C9H8N2OS2 in total in a non-equilibrium geometry. Source: the Open Molecules 2025 dataset; level of theory: the ωB97M-V functional and the def2-TZVPD basis.

```
22
Properties=species:S:1:pos:R:3:forces:R:3
C 3.7333 -1.0621 -1.4938 -0.89 -1.26 1.24
C 3.2939 -0.9780 -0.1546 -0.24 1.15 -2.55
C 2.7732 -0.7955 -2.5034 1.45 1.34 2.20
C 2.0124 -0.3945 0.1601 -0.80 -0.85 1.14
C 1.1038 -0.1830 -0.9117 1.58 -0.14 -3.32
C -1.3478 0.5338 -0.4963 5.02 -0.76 4.19
C -4.4405 0.2545 1.5734 0.01 -0.24 0.80
C -4.0740 1.4796 1.8935 0.20 -0.76 -0.29
C 1.8425 -0.1555 1.5390 1.11 0.33 0.67
N 1.5842 -0.2955 -2.1663 1.34 -1.12 -1.38
N -0.2167 0.1526 -1.1943 -4.83 1.16 -1.75
O -2.4242 0.8551 -0.7963 -2.23 0.33 -1.86
S -0.7046 0.5563 1.2311 -1.20 0.27 0.49
S 2.3396 -0.2347 3.0402 -0.90 -0.06 -1.31
H 4.7158 -1.5180 -1.7403 -0.77 0.58 0.24
H 3.9532 -1.1665 0.6515 0.44 -0.30 0.65
H 3.2283 -0.7532 -3.4906 -1.16 -0.06 -0.39
H -4.3243 -0.1319 0.5715 -0.13 -0.15 0.07
H -4.7873 -0.3603 2.4084 -0.18 -0.21 -0.65
H -4.1133 1.8392 2.8752 -0.29 0.36 1.42
H -3.5994 2.1200 1.2208 0.43 0.98 -1.28
H -0.5483 0.2376 -2.2173 2.03 -0.59 1.69
```
Positions in Å, forces in eV/Å.

Calculated values
HOMO level (alpha / beta)	-6.896 / -9.304	eV
spin multiplicity	3
total charge	0
HOMO-LUMO gap (alpha / beta)	0.2191 / 0.2364	Eh



10.
A structure of composition C9H8N4 in a non-equilibrium geometry. Source: the Open Molecules 2025 dataset; level of theory: the ωB97M-V functional and the def2-TZVPD basis.

```
21
Properties=species:S:1:pos:R:3:forces:R:3
C 2.1649 3.8363 -0.7824 1.38 1.09 -0.76
C -0.0793 4.1272 -1.3108 0.11 -0.53 0.12
C -0.0500 -2.9141 0.2723 -0.01 0.31 0.72
C -1.2407 -2.3002 -0.1260 1.85 0.00 0.17
C 1.0309 -2.1670 0.7682 -2.76 1.22 -1.21
C -1.3802 -0.9387 -0.0069 -2.98 -0.24 -1.25
C 0.8704 -0.7663 0.5563 3.28 0.05 1.02
C -0.3036 -0.1258 0.1747 0.65 -1.84 0.74
C 0.9687 3.2191 -1.2581 0.57 -2.73 1.14
N 3.0974 4.5095 -0.6606 -0.57 -0.78 0.48
N -0.9863 4.7773 -1.1200 -2.10 1.58 0.10
N -0.4924 1.2248 0.1145 0.63 0.98 -0.14
N 0.5363 2.0303 0.2477 0.87 3.17 -0.28
H -0.0753 -3.9769 0.3134 0.36 -0.76 -0.11
H -1.9249 -2.8815 -0.6843 -1.17 -0.51 0.20
H 1.8202 -2.6376 1.3343 0.41 0.30 -0.42
H -2.4214 -0.5469 -0.1714 1.23 -0.02 -0.09
H 1.8093 -0.1778 0.7398 -1.29 -0.22 -0.03
H 1.0991 2.6286 -2.1659 0.08 -0.14 0.34
H -1.4117 1.5882 0.1756 -0.95 0.20 -0.07
H 0.2445 2.8726 0.8108 0.40 -1.13 -0.67
```
Positions in Å, forces in eV/Å.

Calculated values
HOMO level	-8.461	eV
energy relative to the best compared isomer or geometry (same formula, charge and spin)	4.9686	eV
total charge	0
HOMO-LUMO gap	0.2903	Eh